Entry 1:
C3H14N2O2 | wB97M-V/def2-TZVPD

Computed properties:
F_max in eV/Å: 1.960
Energy in a.u.: -382.655424
2S+1: 1
Total charge: 0
Highest occupied orbital energy in eV: -9.18
HOMO-LUMO gap in eV: 9.88
Energy above the lowest of the compared OMol25 structures with the same formula, charge and spin in eV: 1.2066

Geometry (Å):
C (-0.679, -1.121, -1.031)
N (0.499, -0.787, -0.226)
C (0.779, 0.684, -0.280)
C (0.159, 1.456, 0.897)
N (-0.858, 2.362, 0.311)
H (-1.620, -0.642, -0.709)
H (-0.519, -0.799, -2.059)
H (-0.925, -2.185, -1.063)
H (0.217, -1.029, 0.716)
H (0.381, 1.002, -1.239)
H (1.871, 0.719, -0.310)
H (0.914, 2.001, 1.482)
H (-0.288, 0.815, 1.653)
H (-0.411, 2.951, -0.383)
H (-1.287, 2.935, 1.022)
O (2.581, -2.401, -1.642)
H (1.812, -1.932, -1.226)
H (3.414, -2.004, -1.394)
O (-1.771, -0.737, 2.147)
H (-2.065, -1.373, 1.479)
H (-2.202, 0.084, 1.853)

Results of the Löwdin charge analysis, in e, for atoms 1 through 6:
1 C -0.15
2 N -0.14
3 C -0.19
4 C -0.26
5 N -0.01
6 H 0.07

---

Entry 2:
C4H24N2O6 | wB97M-V/def2-TZVPD

Computed properties:
F_max in eV/Å: 11.309
Energy in a.u.: -727.621974
2S+1: 1
Total charge: 0
Highest occupied orbital energy in eV: -8.59
HOMO-LUMO gap in eV: 8.85
Energy above the lowest of the compared OMol25 structures with the same formula, charge and spin in eV: 3.9199

Geometry (Å):
C (-0.105, -2.190, 1.325)
N (-0.233, -2.094, -0.153)
C (-0.542, -0.782, -0.734)
C (-2.065, -0.474, -0.803)
C (-2.537, 0.438, 0.301)
N (-1.940, 1.763, 0.337)
H (-1.135, -2.273, 1.735)
H (0.368, -3.088, 1.703)
H (0.468, -1.287, 1.740)
H (-0.715, -2.840, -0.548)
H (-0.273, -0.956, -1.798)
H (0.191, -0.026, -0.267)
H (-2.637, -1.530, -0.661)
H (-2.117, 0.031, -1.773)
H (-2.388, -0.175, 1.218)
H (-3.630, 0.638, 0.119)
H (-1.096, 1.648, 0.709)
H (-1.806, 2.210, -0.559)
O (2.814, -2.133, -0.425)
H (2.946, -1.959, -1.364)
H (1.873, -1.967, -0.247)
O (0.447, 3.294, -0.994)
H (-0.454, 3.152, -1.180)
H (0.709, 3.899, -1.741)
O (1.548, 2.839, 3.151)
H (2.511, 2.728, 2.825)
H (1.207, 3.004, 2.412)
O (-0.672, 0.747, 3.273)
H (0.049, 1.338, 2.968)
H (-0.597, 0.636, 4.275)
O (1.498, -1.928, -2.920)
H (1.186, -2.814, -2.628)
H (0.747, -1.483, -3.266)
O (1.978, 0.703, -2.438)
H (2.395, -0.054, -2.085)
H (2.008, 0.983, -1.505)

Results of the Löwdin charge analysis, in e, for atoms 1 through 6:
1 C -0.11
2 N -0.16
3 C -0.24
4 C -0.19
5 C -0.30
6 N 0.04

---

Entry 3:
C22H23INO4 | wB97M-V/def2-TZVPD

Computed properties:
F_max in eV/Å: 3.195
Energy in a.u.: -1505.571450
2S+1: 1
Total charge: -1
Highest occupied orbital energy in eV: -4.54
HOMO-LUMO gap in eV: 6.41
Energy above the lowest of the compared OMol25 structures with the same formula, charge and spin in eV: 0.0000

Geometry (Å):
C (0.612, -3.323, 1.603)
C (-0.400, -2.257, 1.074)
C (-0.138, -0.840, 1.380)
C (-1.041, 0.244, 0.970)
C (-0.732, 1.718, 1.361)
C (0.797, 2.051, 1.529)
C (1.508, 2.476, 0.203)
C (0.827, 2.692, -1.069)
C (1.600, 3.130, -2.240)
C (3.032, 3.359, -2.195)
C (3.736, 3.103, -0.922)
C (2.960, 2.674, 0.224)
C (-2.271, -0.099, 0.207)
C (-3.294, 0.982, -0.229)
C (-3.417, 1.180, -1.794)
C (-3.966, 2.660, -2.011)
I (-3.926, 3.303, -4.074)
C (-2.479, -1.500, -0.074)
C (-1.594, -2.614, 0.327)
C (-2.140, -3.994, -0.104)
O (-1.701, -5.097, 0.048)
N (-3.372, -3.631, -0.789)
C (-3.638, -2.207, -0.814)
O (-4.615, -1.784, -1.384)
H (0.009, -4.160, 2.062)
H (1.133, -2.826, 2.468)
H (1.326, -3.679, 0.822)
H (0.803, -0.655, 1.954)
H (-1.210, 1.903, 2.369)
H (-1.166, 2.485, 0.676)
H (1.403, 1.248, 2.014)
H (0.852, 2.947, 2.216)
H (-0.273, 2.532, -1.148)
H (1.094, 3.307, -3.218)
H (3.621, 3.694, -3.083)
H (4.843, 3.230, -0.829)
H (3.519, 2.500, 1.179)
H (-3.019, 1.988, 0.199)
H (-4.314, 0.747, 0.193)
H (-2.480, 0.981, -2.366)
H (-4.253, 0.509, -2.139)
H (-3.366, 3.373, -1.386)
H (-5.016, 2.701, -1.635)
H (-3.338, -4.025, -1.735)
C (5.363, -3.267, 1.571)
C (3.991, -2.648, 1.279)
O (3.447, -3.006, 0.208)
O (3.569, -1.850, 2.155)
H (5.669, -3.948, 0.775)
H (6.115, -2.479, 1.661)
H (5.326, -3.826, 2.510)

Results of the Löwdin charge analysis, in e, for atoms 1 through 6:
1 C -0.04
2 C -0.13
3 C 0.06
4 C -0.10
5 C -0.16
6 C -0.15

---

Entry 4:
C3H4ClN3 | wB97M-V/def2-TZVPD

Computed properties:
F_max in eV/Å: 4.058
Energy in a.u.: -741.105440
2S+1: 1
Total charge: 0
Highest occupied orbital energy in eV: -9.90
HOMO-LUMO gap in eV: 10.30
Energy above the lowest of the compared OMol25 structures with the same formula, charge and spin in eV: 2.0516

Geometry (Å):
C (1.943, 0.458, -0.173)
N (0.509, 0.406, -0.183)
C (-0.161, -0.588, 0.072)
Cl (0.171, -2.319, 0.137)
N (-1.763, -0.562, 0.196)
C (-2.367, 0.573, 0.030)
N (-2.730, 1.639, -0.135)
H (2.216, 0.911, -1.116)
H (2.302, -0.579, -0.224)
H (2.213, 1.235, 0.674)
H (-2.335, -1.174, 0.723)

Results of the Löwdin charge analysis, in e, for atoms 1 through 6:
1 C -0.11
2 N 0.00
3 C -0.66
4 Cl 0.65
5 N 0.02
6 C -0.41

---

Entry 5:
C37H52AsCsN3PS | wB97M-V/def2-TZVPD

Computed properties:
F_max in eV/Å: 0.253
Energy in a.u.: -4600.803976
2S+1: 1
Total charge: 0
Highest occupied orbital energy in eV: -6.36
HOMO-LUMO gap in eV: 6.47
Energy above the lowest of the compared OMol25 structures with the same formula, charge and spin in eV: 0.0053

Geometry (Å):
Cs (-0.199, -1.013, 0.861)
C (-1.114, -4.300, 1.913)
C (-1.930, -4.057, 0.816)
C (-1.378, -4.015, -0.460)
C (-0.014, -4.217, -0.638)
C (0.803, -4.456, 0.462)
C (0.252, -4.497, 1.737)
H (-1.542, -4.333, 2.908)
H (-2.987, -3.871, 0.951)
H (-2.013, -3.807, -1.312)
H (0.413, -4.185, -1.633)
H (1.864, -4.624, 0.324)
H (0.883, -4.691, 2.594)
N (-1.621, 1.634, -0.499)
C (-2.692, 1.560, -1.411)
C (-2.557, 2.173, -2.656)
C (-3.561, 2.090, -3.608)
C (-4.720, 1.385, -3.321)
C (-4.866, 0.801, -2.071)
C (-3.881, 0.878, -1.089)
C (-4.127, 0.285, 0.267)
C (-5.346, 0.585, 0.888)
C (-5.663, 0.043, 2.126)
C (-4.760, -0.821, 2.733)
C (-3.548, -1.093, 2.097)
C (-3.157, -0.551, 0.862)
H (-1.218, 2.562, -0.448)
H (-1.923, 1.314, 0.414)
H (-1.647, 2.723, -2.872)
H (-3.432, 2.571, -4.570)
H (-5.508, 1.299, -4.058)
H (-5.777, 0.261, -1.836)
H (-6.047, 1.262, 0.409)
H (-6.605, 0.281, 2.603)
H (-5.011, -1.286, 3.683)
H (-2.862, -1.785, 2.615)
N (-1.636, 0.241, 4.339)
C (-1.402, 1.293, 3.503)
N (-0.257, 1.512, 2.937)
C (-0.300, 2.692, 2.216)
C (0.753, 3.208, 1.465)
C (0.551, 4.362, 0.726)
C (-0.686, 5.015, 0.738)
C (-1.740, 4.519, 1.492)
C (-1.534, 3.359, 2.226)
S (-2.666, 2.462, 3.198)
H (-0.918, -0.466, 4.323)
H (-2.577, -0.125, 4.313)
H (1.707, 2.694, 1.461)
H (1.362, 4.768, 0.136)
H (-0.825, 5.916, 0.156)
H (-2.701, 5.015, 1.493)
C (3.966, -0.277, -4.057)
C (3.010, -1.150, -3.243)
C (3.795, -2.243, -2.507)
P (1.831, -0.338, -2.052)
C (0.448, 0.324, -3.109)
C (-0.678, -0.711, -3.139)
C (0.776, 0.783, -4.528)
C (2.610, 1.205, -1.366)
C (3.868, 0.854, -0.568)
C (2.843, 2.407, -2.277)
H (4.523, -0.900, -4.762)
H (4.699, 0.210, -3.412)
H (3.453, 0.493, -4.627)
H (2.326, -1.651, -3.938)
H (4.477, -1.809, -1.772)
H (4.396, -2.824, -3.211)
H (3.128, -2.924, -1.978)
H (0.079, 1.180, -2.536)
H (-0.323, -1.676, -3.514)
H (-1.489, -0.374, -3.788)
H (-1.107, -0.856, -2.148)
H (1.123, -0.050, -5.144)
H (1.534, 1.564, -4.558)
H (-0.129, 1.177, -4.998)
H (1.839, 1.506, -0.642)
H (4.704, 0.620, -1.229)
H (3.710, -0.010, 0.081)
H (4.173, 1.696, 0.057)
H (3.582, 2.199, -3.050)
H (3.215, 3.249, -1.685)
H (1.922, 2.731, -2.761)
C (2.629, -1.432, 5.746)
As (1.921, -1.420, 3.921)
C (3.186, -2.704, 3.146)
C (2.827, 0.203, 3.310)
H (3.710, -1.290, 5.741)
H (2.392, -2.381, 6.224)
H (2.163, -0.631, 6.319)
H (4.212, -2.413, 3.375)
H (3.056, -2.741, 2.064)
H (2.999, -3.699, 3.549)
H (3.891, 0.159, 3.546)
H (2.365, 1.067, 3.785)
H (2.702, 0.308, 2.232)

Results of the Löwdin charge analysis, in e, for atoms 1 through 6:
1 Cs 0.82
2 C -0.12
3 C -0.12
4 C -0.12
5 C -0.13
6 C -0.13

---

Entry 6:
C29H40F5N5O2PPbSSe | wB97M-V/def2-TZVPD

Computed properties:
F_max in eV/Å: 0.983
Energy in a.u.: -5385.575427
2S+1: 1
Total charge: +3
Highest occupied orbital energy (spin up / spin down) in eV: -16.51 / -15.97
HOMO-LUMO gap (spin up / spin down) in eV: 7.15 / 4.97
Energy above the lowest of the compared OMol25 structures with the same formula, charge and spin in eV: 1.3137

Geometry (Å):
Pb (-1.213, -1.338, 0.947)
N (-0.891, 0.145, 2.949)
C (-0.673, 1.543, 2.531)
C (-0.232, 2.387, 3.761)
C (0.850, 3.467, 3.627)
C (0.408, 4.894, 3.221)
N (-1.012, 5.100, 2.906)
C (-1.469, 5.387, 1.684)
N (-2.620, 6.049, 1.548)
N (-0.801, 4.972, 0.615)
C (0.211, 1.547, 1.257)
O (0.755, 2.596, 0.934)
O (0.264, 0.460, 0.552)
H (-1.620, 0.096, 3.657)
H (-0.039, -0.198, 3.388)
H (-1.634, 1.917, 2.155)
H (0.156, 1.675, 4.492)
H (-1.130, 2.821, 4.203)
H (1.609, 3.124, 2.932)
H (1.331, 3.549, 4.601)
H (0.991, 5.223, 2.363)
H (0.638, 5.573, 4.040)
H (-1.594, 5.384, 3.679)
H (-3.052, 6.506, 2.334)
H (-2.981, 6.293, 0.642)
H (-0.073, 4.263, 0.710)
H (-1.094, 5.245, -0.308)
C (4.981, -0.500, -2.766)
C (3.595, -1.149, -2.624)
C (3.040, -1.570, -3.981)
C (3.686, -2.359, -1.698)
P (2.519, 0.212, -1.824)
C (3.387, 0.746, -0.354)
C (3.400, -0.121, 0.744)
C (4.186, 0.165, 1.846)
C (4.946, 1.329, 1.869)
C (4.914, 2.206, 0.794)
C (4.135, 1.927, -0.316)
C (1.822, 1.545, -2.974)
C (0.646, 0.916, -3.725)
C (2.924, 2.019, -3.930)
C (1.321, 2.720, -2.145)
H (5.656, -1.253, -3.183)
H (5.395, -0.201, -1.805)
H (4.990, 0.349, -3.447)
H (3.793, -2.178, -4.484)
H (2.824, -0.734, -4.640)
H (2.144, -2.185, -3.880)
H (4.274, -3.127, -2.204)
H (2.707, -2.789, -1.478)
H (4.193, -2.123, -0.765)
H (2.768, -1.000, 0.741)
H (4.215, -0.518, 2.684)
H (5.570, 1.547, 2.725)
H (5.515, 3.105, 0.810)
H (4.157, 2.597, -1.164)
H (0.950, 0.108, -4.388)
H (0.173, 1.685, -4.339)
H (-0.102, 0.538, -3.026)
H (3.313, 1.227, -4.565)
H (3.750, 2.487, -3.396)
H (2.492, 2.774, -4.591)
H (0.388, 2.471, -1.646)
H (1.147, 3.565, -2.815)
H (2.029, 3.034, -1.384)
F (-7.734, -4.022, 0.546)
C (-6.836, -3.087, 0.558)
C (-5.787, -3.148, 1.485)
F (-5.720, -4.135, 2.349)
C (-4.813, -2.177, 1.464)
F (-3.793, -2.245, 2.323)
C (-4.850, -1.121, 0.547)
Se (-3.531, 0.218, 0.481)
C (-5.931, -1.063, -0.350)
F (-5.964, -0.083, -1.234)
C (-6.905, -2.038, -0.364)
F (-7.877, -1.992, -1.245)
S (-0.829, -2.770, -3.866)
C (-2.476, -2.636, -3.441)
C (-2.598, -2.133, -2.187)
N (-1.408, -1.849, -1.565)
C (-0.398, -2.139, -2.347)
H (-3.268, -2.927, -4.111)
H (-3.531, -1.950, -1.681)
H (0.626, -1.982, -2.039)

Results of the Löwdin charge analysis, in e, for atoms 1 through 6:
1 Pb 1.28
2 N -0.07
3 C -0.29
4 C -0.12
5 C -0.15
6 C -0.12